Entry 1:
The following is a DFT calculation (ωB97M-V with the def2-TZVPD basis set) of a molecular structure, C17H27CuO17S at a distorted geometry.

Output
Total energy, hartree: -3981.6728
HOMO-LUMO gap (alpha / beta), Ha: 0.14285 / 0.14196
Spin multiplicity: 2
Charge: -1
Highest occupied orbital energy (alpha / beta), eV: -2.20 / -2.17
Expectation value of S²: 0.767
Energy relative to the best compared isomer or geometry (same formula, charge and spin), kJ/mol: 0.00

CARTESIAN COORDINATES (ANGSTROEM)
Cu: 0.92152 -0.18438 1.19419
S: 0.38539 1.39848 4.18160
O: -0.89391 1.24605 4.94729
O: 0.46689 2.87586 4.10128
O: 1.53090 0.79535 4.83733
O: 0.29306 0.88930 2.82408
C: 2.93696 -2.39490 2.49668
O: 2.27025 -1.19473 2.71711
H: 2.70881 -2.91867 3.43270
H: 2.51767 -2.94677 1.64359
H: 4.01229 -2.30948 2.29017
C: -4.16592 3.93735 0.39693
C: -2.74168 3.85401 -0.11195
C: -1.72110 4.37667 0.93021
O: -0.72109 3.43215 0.89480
C: -1.13666 2.32499 0.32048
O: -0.54057 1.29460 0.36778
O: -2.33125 2.49858 -0.32779
H: -4.43724 4.98576 0.27183
H: -4.17674 3.63028 1.44174
H: -4.77126 3.25213 -0.19542
H: -2.54963 4.49576 -0.97648
H: -2.24371 4.39090 1.89098
H: -1.41618 5.39398 0.68781
C: -0.11402 -3.60519 -4.50217
C: 0.51760 -3.78121 -3.12938
C: 2.03096 -3.44864 -2.94613
O: 2.00626 -2.51536 -1.89526
C: 0.78684 -2.15830 -1.54060
O: 0.58353 -1.30091 -0.73006
O: -0.13253 -2.83740 -2.25482
H: -1.00193 -4.24234 -4.50285
H: 0.53348 -4.07467 -5.24765
H: -0.47956 -2.64645 -4.86233
H: 0.35571 -4.81710 -2.82938
H: 2.31896 -2.90766 -3.84923
H: 2.59086 -4.35199 -2.72408
C: -5.36733 -0.40182 2.00579
C: -4.07052 -0.18172 2.74014
C: -3.71084 -1.14281 3.86739
O: -2.47567 -1.75918 3.53390
C: -2.05268 -1.27952 2.33652
O: -1.04013 -1.57533 1.78024
O: -2.98243 -0.46178 1.84364
H: -6.21579 0.00782 2.56039
H: -5.66103 -1.40226 1.68968
H: -5.37678 0.19733 1.09185
H: -3.86887 0.80977 3.14569
H: -4.47489 -1.90853 4.01179
H: -3.50848 -0.58497 4.78141
C: 4.29761 0.74030 -4.34927
C: 4.36736 0.22811 -2.90301
C: 5.32695 0.90124 -1.93539
O: 4.57059 0.96046 -0.74800
C: 3.25131 0.86354 -1.03877
O: 2.32936 0.89642 -0.29276
O: 3.08091 0.59257 -2.36178
H: 3.40070 0.43009 -4.87366
H: 5.19879 0.51288 -4.92818
H: 4.49110 1.81430 -4.28265
H: 4.43154 -0.86188 -2.89358
H: 5.66080 1.89020 -2.25647
H: 6.20547 0.27870 -1.76790

Forces on atoms 1 to 2 (eV/Å):
Cu 0.4 0.1 2.7
S -1.1 3.5 3.9

---

Entry 2:
The following is a DFT calculation (ωB97M-V with the def2-TZVPD basis set) of 2 unconnected molecules or ions with the total composition C4H12 at a distorted geometry.

Output
Total energy, hartree: -159.5499
HOMO-LUMO gap, Ha: 0.45791
Spin multiplicity: 1
SMILES: CC.CC
Highest occupied orbital energy, eV: -11.32
Energy relative to the best compared isomer or geometry (same formula, charge and spin), kJ/mol: 92.14

CARTESIAN COORDINATES (ANGSTROEM)
C: 1.21411 1.56633 1.73539
C: -0.09532 1.49972 0.89068
H: 1.09517 1.31426 2.78737
H: 2.06148 0.86024 1.39766
H: 1.44188 2.62811 1.68127
H: -0.48833 2.52144 0.66312
H: -0.90114 1.02283 1.54548
H: 0.14329 0.83756 -0.00535
C: -0.53919 -2.14231 -0.91344
C: -0.59332 -0.86129 -1.79119
H: -0.83277 -1.90575 0.18979
H: -1.16327 -3.00903 -1.26114
H: 0.49253 -2.55405 -0.94462
H: 0.21088 -0.94491 -2.57165
H: -1.59295 -0.84907 -2.24783
H: -0.45305 0.01592 -1.15553

Forces on atoms 1 to 2 (eV/Å):
C 0.4 -0.3 -0.5
C -0.3 -1.5 0.9

---

Entry 3:
The following is a DFT calculation (ωB97M-V with the def2-TZVPD basis set) of C5H6O in the gas phase at a distorted geometry.

Output
Total energy, hartree: -269.0641
HOMO-LUMO gap, Ha: 0.30796
Spin multiplicity: 1
Highest occupied orbital energy, eV: -8.52
Energy relative to the best compared isomer or geometry (same formula, charge and spin), kJ/mol: 740.83

CARTESIAN COORDINATES (ANGSTROEM)
C: -1.16823 0.05241 -0.16313
C: 0.50574 -1.22702 -1.04639
C: 0.34480 0.84037 -0.23191
O: 0.05747 1.26669 1.09501
C: -0.32046 -0.15281 1.09097
C: 0.92399 -0.49115 0.18325
H: -1.62531 -0.84671 -0.62104
H: -1.87154 0.87344 -0.11866
H: 1.06512 -0.73704 -1.87785
H: 0.76895 1.55355 -0.95045
H: -0.62297 -0.56414 2.05248
H: 1.94243 -0.56761 0.58772

Forces on atoms 1 to 2 (eV/Å):
C -0.1 0.6 0.1
C 0.6 -0.6 0.0

---

Entry 4:
The following is a DFT calculation (ωB97M-V with the def2-TZVPD basis set) of C5H8N2O in the gas phase at a distorted geometry.

Output
Total energy, hartree: -380.0228
HOMO-LUMO gap, Ha: 0.35086
Spin multiplicity: 1
SMILES: [H]/N=C(/C)[C@@H](N)C=C=O
Highest occupied orbital energy, eV: -8.96
Energy relative to the best compared isomer or geometry (same formula, charge and spin), kJ/mol: 171.58

CARTESIAN COORDINATES (ANGSTROEM)
H: -0.05853 0.74686 -2.30747
N: 0.33817 1.31494 -1.56033
C: 0.46147 0.73413 -0.45172
C: 0.99608 1.49607 0.71452
C: 0.24391 -0.81993 -0.25272
N: 0.68000 -1.28145 1.03153
C: -1.22349 -1.11165 -0.54981
C: -2.10123 -0.16571 -0.41130
O: -2.91163 0.66078 -0.26710
H: 1.14634 2.53557 0.43867
H: 1.92490 1.04488 1.05539
H: 0.28910 1.46704 1.54286
H: 0.86754 -1.30360 -1.01465
H: 0.74784 -2.29069 1.07792
H: 0.11051 -0.91768 1.78609
H: -1.51100 -2.10955 -0.83189

Forces on atoms 1 to 2 (eV/Å):
H 0.2 -0.3 0.1
N -0.5 0.6 -0.3

---

Entry 5:
The following is a DFT calculation (ωB97M-V with the def2-TZVPD basis set) of 2 unconnected molecules or ions with the total composition C2H6FN at a distorted geometry.

Output
Total energy, hartree: -234.2467
HOMO-LUMO gap (alpha / beta), Ha: 0.34953 / 0.32832
Spin multiplicity: 1
Highest occupied orbital energy (alpha / beta), eV: -11.00 / -10.59
Energy relative to the best compared isomer or geometry (same formula, charge and spin), kJ/mol: 432.31

CARTESIAN COORDINATES (ANGSTROEM)
C: -0.14526 -1.14891 -0.30827
C: -0.15463 1.24412 -0.12267
N: -0.66028 0.04870 -0.78956
F: -2.33841 -0.11328 0.40536
H: 0.12967 -1.15784 0.73516
H: -0.70750 -1.85491 -0.93637
H: 0.94630 -1.11600 -0.87817
H: -0.89561 1.44384 0.61490
H: 0.80910 1.05243 0.20279
H: -0.17301 2.00732 -1.00262

Forces on atoms 1 to 2 (eV/Å):
C 2.4 0.1 -3.2
C -1.8 0.7 -4.1

---

Entry 6:
The following is a DFT calculation (ωB97M-V with the def2-TZVPD basis set) of a molecular structure, C58H45AsKN7O2S4Te at a distorted geometry.

Output
Total energy, hartree: -7467.6326
HOMO-LUMO gap, Ha: 0.17828
Spin multiplicity: 1
Charge: -2
Highest occupied orbital energy, eV: -1.76
Energy relative to the best compared isomer or geometry (same formula, charge and spin), kJ/mol: 80.11

CARTESIAN COORDINATES (ANGSTROEM)
K: 0.32951 -0.16385 -0.08138
O: 0.43541 4.12305 -6.66278
C: -0.45609 4.21055 -5.81408
O: -1.45169 4.94165 -5.76528
C: -0.30669 3.22905 -4.58378
C: 0.76861 2.36565 -4.45068
C: 0.87431 1.58365 -3.29408
N: -0.09839 1.53495 -2.39068
C: -1.18269 2.28885 -2.55658
C: -1.29099 3.20065 -3.60798
C: -2.30559 2.04955 -1.63518
C: -3.46509 2.83515 -1.67738
C: -4.53659 2.49175 -0.87798
C: -4.44559 1.36645 -0.07118
C: -3.25049 0.66475 -0.08038
N: -2.20939 1.00895 -0.81018
C: 2.04891 0.72965 -3.05148
C: 3.22771 0.89175 -3.78568
C: 4.26881 0.00615 -3.58188
C: 4.12961 -0.98995 -2.63018
C: 2.93721 -1.04495 -1.92258
N: 1.92541 -0.22525 -2.13198
H: 1.48181 2.32695 -5.26108
H: -2.12479 3.87375 -3.74498
H: -3.52979 3.69975 -2.31858
H: -5.44109 3.08545 -0.89038
H: -5.27469 1.05395 0.54602
H: -3.12659 -0.22855 0.51772
H: 3.33061 1.68425 -4.51018
H: 5.17231 0.08545 -4.17228
H: 4.91601 -1.70515 -2.43918
H: 2.79281 -1.79215 -1.15728
C: -1.83799 3.07605 2.20222
C: -2.18409 1.75405 2.75832
N: -1.43769 0.72055 2.70482
C: -2.00619 -0.37995 3.26692
C: -3.25179 -0.16335 3.78892
S: -3.73069 1.47115 3.55722
C: -1.31499 -1.64765 3.23312
C: -1.62539 -2.74455 3.99202
S: -0.59009 -4.05715 3.58202
C: 0.20061 -3.00505 2.38422
N: -0.29949 -1.82415 2.35112
C: 1.25511 -3.52405 1.52552
H: -0.78909 3.05515 1.91062
H: -2.00389 3.85865 2.93962
H: -2.44419 3.28925 1.32212
H: -3.90979 -0.86315 4.26082
H: -2.37719 -2.84825 4.74962
H: 1.61611 -4.48295 1.88662
H: 2.07361 -2.80165 1.46672
H: 0.88251 -3.65485 0.48492
S: 3.33201 -0.78655 1.31452
C: 4.05861 -0.07635 2.69202
C: 5.21411 -0.58655 3.29092
C: 5.82231 0.10185 4.31862
C: 5.28491 1.29405 4.78422
C: 4.10061 1.77455 4.23862
C: 3.48101 1.10755 3.19822
As: 1.81041 1.54325 2.29842
C: 2.50701 2.44485 0.71632
C: 3.85021 2.42985 0.36412
C: 4.28461 3.01905 -0.80938
C: 3.37901 3.64435 -1.64968
C: 2.03951 3.68805 -1.30228
C: 1.61211 3.08825 -0.13208
C: 1.52111 3.18115 3.39092
C: 0.74341 3.04695 4.53862
C: 0.55511 4.10465 5.40992
C: 1.15351 5.32695 5.14922
C: 1.93601 5.47765 4.01642
C: 2.11391 4.41455 3.14762
H: 5.62251 -1.51825 2.92272
H: 6.72971 -0.28895 4.76582
H: 5.78451 1.84815 5.57032
H: 3.66901 2.68685 4.63912
H: 4.56601 1.93915 1.01262
H: 5.33531 2.99365 -1.07058
H: 3.71421 4.09635 -2.57258
H: 1.32851 4.18475 -1.94908
H: 0.55721 3.12125 0.12842
H: 0.28891 2.08065 4.74272
H: -0.05159 3.98155 6.29932
H: 1.01781 6.15635 5.83172
H: 2.41861 6.42755 3.81982
H: 2.74091 4.53945 2.27082
S: -5.66779 -3.74805 -2.70998
C: -4.12949 -3.01095 -2.17248
C: -3.48789 -3.45115 -1.02968
C: -2.29939 -2.83895 -0.67198
N: -1.73149 -1.85905 -1.37298
C: -2.36009 -1.44835 -2.46358
C: -3.56129 -1.97005 -2.90438
C: -6.67319 -3.22365 -1.33298
C: -6.84079 -4.03445 -0.21268
C: -7.65569 -3.58005 0.80462
N: -8.30119 -2.41865 0.77742
C: -8.11929 -1.64805 -0.29138
C: -7.32079 -1.99075 -1.36358
H: -3.89149 -4.25245 -0.43218
H: -1.78329 -3.13885 0.22682
H: -1.86599 -0.66115 -3.01388
H: -4.04829 -1.59875 -3.79158
H: -6.34929 -4.99245 -0.15228
H: -7.81629 -4.17845 1.69322
H: -8.65889 -0.70905 -0.28088
H: -7.20319 -1.33315 -2.21028
Te: 0.21791 -3.91485 -2.04308
C: 1.98561 -5.01585 -2.41478
C: 2.81471 -4.72615 -3.49318
C: 3.95271 -5.46255 -3.75278
C: 4.29841 -6.52635 -2.93358
C: 3.48121 -6.83735 -1.85838
C: 2.35031 -6.08925 -1.60658
H: 2.55571 -3.90045 -4.14258
H: 4.57481 -5.21235 -4.60558
H: 5.19091 -7.10745 -3.12998
H: 3.72851 -7.67515 -1.21558
H: 1.72511 -6.34295 -0.75978

Forces on atoms 1 to 2 (eV/Å):
K -0.4 -0.3 0.2
O 0.5 -0.1 -0.4